[1]
Computed, not measured: a structure of composition C26H20N2O2SSbSe4W, with ωB97M-V with the def2-TZVPD basis set.

Structure (XYZ):
```
57
Properties=species:S:1:pos:R:3:forces:R:3:mulliken_spin:R:1
W 0.9733 -1.1155 1.3296 0.4 -0.1 0.1 1.653
Se 4.5109 -1.3661 4.8942 -0.1 -0.1 0.0 0.016
Sb 2.7887 -2.6326 3.8172 0.2 -0.2 0.1 0.017
Se 0.7451 -1.0064 3.7628 0.0 0.1 -0.2 -0.068
Se 3.0973 -2.6267 1.3001 -0.2 0.2 0.1 0.083
Se 2.0124 -4.7893 4.5746 0.0 0.1 0.0 0.037
C -2.0072 4.2281 -3.2106 0.0 0.0 0.0 -0.001
C -1.1125 3.0768 -2.8425 0.0 0.0 0.0 -0.001
C -1.3882 1.7850 -3.2836 0.0 0.0 0.0 -0.003
C -0.5961 0.7185 -2.8944 0.0 0.0 0.0 0.005
C 0.4813 0.9480 -2.0536 0.0 0.1 0.1 0.000
C 0.7840 2.2254 -1.6090 0.0 0.0 0.0 0.001
C -0.0155 3.2816 -2.0133 0.0 0.0 0.0 0.001
S 1.4600 -0.4126 -1.5056 -0.4 -0.2 -0.4 0.001
O 2.3059 0.0964 -0.4289 -0.1 -0.2 0.5 0.003
O 2.0658 -1.0045 -2.6607 0.1 0.0 0.0 0.003
N 0.4833 -1.4079 -0.7145 0.0 0.1 -0.3 -0.050
C -0.0272 -2.6160 -1.1496 0.1 -0.1 0.0 -0.018
C -0.1906 -3.0618 -2.4418 -0.1 -0.1 0.1 0.044
C -0.7434 -4.3375 -2.6682 0.0 0.1 0.0 -0.021
C -1.1152 -5.1521 -1.6362 0.0 0.0 0.0 0.036
C -0.9326 -4.7271 -0.3014 0.0 0.1 0.0 -0.021
C -1.2412 -5.5213 0.8273 0.0 -0.1 0.0 0.041
C -0.9930 -5.0391 2.0724 0.0 0.0 0.0 -0.016
C -0.4380 -3.7580 2.2322 0.0 0.0 -0.1 0.063
N -0.1347 -2.9773 1.2059 0.0 -0.1 0.1 -0.023
C -0.3885 -3.4586 -0.0647 0.1 0.2 -0.1 0.052
H -2.6607 3.9738 -4.0445 0.0 0.0 0.0 0.000
H -1.4223 5.1062 -3.4867 0.0 0.0 0.0 0.000
H -2.6359 4.5059 -2.3614 0.0 0.0 0.0 0.000
H -2.2404 1.6082 -3.9291 0.0 0.0 0.0 0.000
H -0.8281 -0.2862 -3.2250 0.0 0.0 0.0 -0.002
H 1.6150 2.3770 -0.9339 0.0 0.0 0.0 0.000
H 0.2034 4.2793 -1.6507 0.0 0.0 0.0 0.001
H 0.1325 -2.4475 -3.2690 0.0 0.0 0.0 0.005
H -0.8674 -4.6832 -3.6868 0.0 0.0 0.0 -0.001
H -1.5338 -6.1329 -1.8233 0.0 0.0 0.0 0.001
H -1.6559 -6.5123 0.6860 0.0 0.0 0.0 0.002
H -1.1810 -5.6312 2.9560 0.0 0.1 0.0 0.001
H -0.2279 -3.3809 3.2195 0.0 0.0 0.0 -0.007
C 1.7561 4.4783 2.3277 0.0 0.0 0.0 -0.012
C 2.4753 3.2675 2.4326 0.0 0.0 0.0 0.019
C 1.8789 2.0842 2.1013 0.1 0.0 0.0 0.030
C 0.5376 2.0273 1.6419 0.0 0.0 0.0 0.055
C -0.0713 0.7876 1.2537 0.0 0.1 0.0 0.023
C -1.3692 0.8459 0.7930 0.0 -0.1 0.0 0.048
C -2.0971 2.0542 0.7110 0.0 0.0 0.0 -0.023
C -1.5153 3.2334 1.0774 0.0 -0.1 0.0 0.045
C -0.1768 3.2465 1.5444 -0.1 0.1 0.0 -0.013
C 0.4597 4.4629 1.8969 0.1 0.0 0.0 0.013
H 2.2311 5.4136 2.5967 0.0 0.0 0.0 -0.001
H 3.4981 3.2740 2.7864 0.0 0.0 0.0 0.001
H 2.4571 1.1709 2.2075 0.0 0.0 0.0 -0.017
H -1.8597 -0.0674 0.4658 0.0 0.0 0.0 -0.006
H -3.1182 2.0424 0.3463 0.0 0.0 0.0 0.000
H -2.0652 4.1658 1.0092 0.0 0.0 0.0 0.002
H -0.1029 5.3873 1.8194 0.0 0.0 0.0 0.000
```
Positions in Å, forces in eV/Å.

- relative energy (zero: lowest compared OMol25 entry of this formula, charge and spin) (kJ/mol) = 22.57
- ⟨S²⟩ = 2.0391
- frontier orbital gap (alpha / beta) (eV) = 5.890 / 6.077
- electronic energy (Eh) = -11574.2037
- net charge = -1
- spin multiplicity = 3

***

[2]
Computed, not measured: a structure of composition C26H20N4O7Tc, with ωB97M-V with the def2-TZVPD basis set.

Structure (XYZ):
```
58
Properties=species:S:1:pos:R:3:forces:R:3:mulliken_spin:R:1
Tc 1.4019 0.0111 0.1010 0.4 -0.3 -0.7 2.691
O -0.0961 -2.2001 1.6130 -0.9 0.3 0.0 0.045
C -0.9021 -1.5948 0.9175 0.7 0.1 -1.1 0.012
N -0.4319 -0.7465 -0.0856 -0.7 -0.9 0.9 0.031
C -1.0256 -0.4077 -1.3148 0.1 0.0 -1.1 0.016
C -2.3609 -0.3286 -1.6709 -0.6 0.3 0.3 0.005
C -2.7932 0.2787 -2.8316 -0.5 0.9 -0.9 -0.009
C -1.8410 0.8401 -3.7037 -3.5 0.1 -0.8 0.019
C -0.5480 0.5851 -3.4727 2.5 -0.3 0.2 -0.013
C -0.1115 -0.0923 -2.3340 -0.5 1.0 0.7 0.029
N 1.2433 -0.3218 -1.9384 0.2 -0.5 0.4 -0.033
C 1.5862 -1.6142 -2.2332 1.1 -1.0 -0.4 0.010
O 1.2081 -2.2706 -3.1794 -0.2 0.1 -0.2 0.013
C 2.4654 -2.3581 -1.2035 -0.9 0.6 -0.8 0.023
C 3.0854 -3.5648 -1.4023 0.8 0.4 1.6 -0.016
C 3.7131 -4.1845 -0.3161 -1.4 0.0 -0.1 0.018
C 3.4552 -3.6669 0.9525 1.0 0.2 0.7 -0.016
C 2.8011 -2.4435 1.0987 0.9 -0.7 0.1 0.022
N 2.3753 -1.8363 0.0061 -0.6 1.4 0.8 -0.050
C -2.3877 -1.7029 1.1009 -0.3 -0.1 -0.1 0.008
C -3.0414 -2.9146 1.0977 -0.2 -0.1 0.7 -0.002
C -4.4024 -2.9548 1.4195 -0.4 -0.6 0.2 0.000
C -5.0635 -1.7925 1.7479 1.2 1.4 -0.4 0.000
C -4.2771 -0.5859 1.7310 -0.6 -2.0 -0.7 0.001
N -3.0109 -0.5454 1.3144 -0.6 0.5 1.4 0.002
H -3.0764 -0.6104 -0.9550 -0.9 -0.4 0.5 0.003
H -3.8837 0.4377 -3.0812 1.3 -0.4 0.6 0.000
H -2.2493 1.4141 -4.5849 0.9 -0.7 1.0 0.001
H 0.1767 0.9449 -4.1756 0.5 0.0 -0.2 -0.002
H 3.1267 -4.0169 -2.3308 0.0 -0.5 -1.9 0.000
H 4.1989 -5.1428 -0.5081 0.1 0.4 0.4 0.001
H 3.8709 -4.1047 1.8632 -0.2 -0.1 -0.4 0.000
H 2.6885 -1.9133 2.0506 -0.1 -0.4 -0.4 -0.003
H -2.4499 -3.7898 0.9475 0.1 -0.6 -0.1 0.000
H -4.9977 -3.8804 1.5190 0.8 0.3 -0.4 0.000
H -6.1413 -1.8130 1.9106 0.4 0.3 0.3 0.000
H -4.7370 0.3121 2.0627 -0.2 0.9 0.0 0.000
O 1.8287 1.4295 3.9381 0.4 0.6 1.7 0.020
C 1.5811 1.4449 2.7849 -0.4 -1.4 -2.1 0.006
O 1.5164 0.3159 2.0638 0.1 -0.1 0.0 0.080
C 1.1941 2.6343 1.9403 1.2 1.5 0.3 0.004
C -0.0657 2.3821 1.1899 -2.7 -1.3 0.4 0.014
C -0.8106 3.6270 0.7201 1.0 1.1 1.0 0.002
C 0.1884 4.1445 -0.3306 0.2 -0.6 -0.6 -0.002
C 1.2230 2.9997 -0.4470 -0.3 -0.2 0.5 0.004
O 0.3907 1.8151 -0.0767 0.3 1.2 -0.3 -0.015
C 2.2001 3.0200 0.7723 -0.9 0.4 -0.9 0.007
C 3.4005 2.1245 0.5048 -1.9 -0.5 -0.4 0.007
O 4.4800 2.5277 0.7605 2.2 0.3 0.4 0.011
O 3.1188 0.9880 -0.1081 0.5 0.1 0.2 0.064
H 1.0903 3.5005 2.5901 0.0 0.0 0.1 0.001
H -0.7478 1.6263 1.6395 0.5 0.5 -0.2 -0.013
H -0.9804 4.4030 1.5093 0.3 -0.9 -0.4 0.000
H -1.7824 3.3943 0.3342 -0.4 -0.4 -0.4 0.000
H 0.6905 5.0561 -0.0298 0.0 0.2 -0.1 0.000
H -0.2872 4.2683 -1.2954 -0.1 0.3 -0.2 0.000
H 1.6155 2.8361 -1.4563 0.2 0.0 0.4 0.002
H 2.5881 4.0366 0.8638 0.0 -0.2 0.4 0.003
```
Positions in Å, forces in eV/Å.

- relative energy (zero: lowest compared OMol25 entry of this formula, charge and spin) (kJ/mol) = 0.00
- ⟨S²⟩ = 3.7682
- frontier orbital gap (alpha / beta) (eV) = 7.949 / 7.152
- electronic energy (Eh) = -1829.3474
- spin multiplicity = 4

***

[3]
Computed, not measured: a structure of composition C26H20N5O7SY, with ωB97M-V with the def2-TZVPD basis set.

Structure (XYZ):
```
60
Properties=species:S:1:pos:R:3:forces:R:3:mulliken_charge:R:1
Y 0.2074 -0.2602 0.0641 -0.1 0.0 -0.9 1.052
C 2.7733 3.5431 0.5261 0.1 -0.2 0.0 -0.649
C 1.8654 4.5114 0.1392 0.0 0.1 0.0 -0.822
C 0.5317 4.1788 0.0131 -0.2 -0.1 -0.1 -0.774
C 0.1001 2.8644 0.2223 0.7 -0.2 0.2 1.032
C 1.0253 1.8202 0.5171 0.3 2.0 0.6 -0.480
C 2.3526 2.2319 0.6985 -0.2 0.1 0.0 -0.121
C -1.3380 2.5220 0.1907 -0.3 -0.1 0.2 0.956
C -2.3570 3.5017 0.0891 -0.2 0.0 -0.1 -0.840
C -3.6676 3.1234 0.0187 0.3 -0.1 0.0 -0.859
C -4.0149 1.7608 0.1148 0.4 -0.4 0.1 1.017
C -5.3357 1.2800 0.0264 0.0 -0.1 0.0 -0.852
C -5.5999 -0.0510 0.1976 -0.1 0.2 0.0 -0.633
C -4.5653 -0.9461 0.5152 0.3 0.0 0.0 -0.697
C -3.2704 -0.5119 0.5962 0.0 0.0 0.0 -0.472
C -2.9558 0.8401 0.3410 -0.8 0.1 0.0 0.337
N -1.6604 1.2371 0.3277 0.5 0.3 0.0 -0.427
H 3.8115 3.8076 0.6749 0.1 0.0 0.0 0.418
H 2.1913 5.5241 -0.0503 0.0 0.1 0.0 0.389
H -0.1606 4.9603 -0.2617 -0.1 0.1 0.0 0.287
H 3.0930 1.4976 1.0027 0.1 0.0 -0.1 0.418
H -2.1056 4.5491 0.0714 0.1 0.0 -0.1 0.304
H -4.4518 3.8593 -0.0966 0.0 0.1 0.0 0.432
H -6.1297 1.9819 -0.1825 -0.1 0.1 0.0 0.406
H -6.6118 -0.4165 0.1111 -0.1 0.0 0.0 0.380
H -4.7982 -1.9852 0.6909 0.0 -0.1 0.0 0.417
H -2.4728 -1.1989 0.8583 -0.1 0.0 0.0 0.653
O -2.6299 -2.7710 -1.6253 0.0 -0.1 0.0 -0.637
C -1.5283 -2.5209 -1.1846 -0.4 -1.1 0.0 0.044
O -0.8736 -1.4230 -1.3454 -0.2 0.2 -0.4 -0.720
C -0.7640 -3.5905 -0.3896 0.1 0.6 0.2 0.576
C -0.8607 -4.9254 -0.6784 0.1 -0.2 0.1 -0.344
C -0.0038 -5.8500 -0.0524 0.3 1.3 0.2 -0.371
C 1.0438 -5.4129 0.7354 0.0 -0.1 0.0 -0.388
C 1.1340 -4.0623 1.0572 -1.5 -0.1 -0.9 -0.552
C 0.1171 -3.1410 0.6452 0.3 -1.4 -0.1 1.246
O -0.0004 -1.9931 1.1955 -0.4 -0.1 0.6 -0.929
N 2.2629 -3.5578 1.7211 1.1 0.4 0.3 1.086
O 3.0564 -4.3174 2.2389 -0.2 0.0 0.1 -0.652
O 2.4526 -2.3309 1.6760 0.3 -0.3 0.3 -0.728
N -0.1920 -7.2566 -0.2608 0.1 -0.5 0.0 1.010
O 0.6808 -8.0090 0.1262 0.1 -0.2 0.0 -0.630
O -1.2259 -7.6113 -0.7863 -0.2 -0.1 -0.2 -0.611
H -1.5805 -5.2739 -1.4049 -0.1 0.0 0.0 0.576
H 1.7973 -6.1000 1.0928 -0.1 0.0 0.0 0.601
S 2.1062 -0.1052 -2.0978 -0.4 -0.2 0.0 -0.483
C 3.6178 -0.1332 -1.3235 -0.3 0.0 -0.2 0.536
N 3.8168 -0.8821 -0.2455 -0.1 0.1 0.2 0.315
C 5.1169 -1.0511 0.3632 0.4 0.1 0.2 -0.618
C 5.8886 0.2567 0.2355 -0.1 -0.1 -0.2 -0.500
C 5.9489 0.6609 -1.2349 0.4 0.0 0.2 -0.629
N 4.6314 0.5698 -1.8328 0.0 0.0 0.0 -0.166
H 3.0283 -1.3613 0.1830 0.4 0.0 -0.3 -0.053
H 5.6578 -1.8603 -0.1410 0.0 0.0 0.1 0.354
H 4.9685 -1.3308 1.4063 0.0 0.0 -0.1 0.300
H 6.8959 0.1460 0.6317 0.0 0.0 0.0 0.397
H 5.3755 1.0271 0.8102 0.0 0.1 0.0 0.169
H 6.6494 0.0129 -1.7754 0.0 0.1 0.1 0.315
H 6.2963 1.6925 -1.3340 0.0 -0.1 0.0 0.379
H 4.4417 1.0915 -2.6749 -0.1 -0.1 0.1 0.237
```
Positions in Å, forces in eV/Å.

- relative energy (zero: lowest compared OMol25 entry of this formula, charge and spin) (kJ/mol) = 66.93
- frontier orbital gap (eV) = 7.679
- electronic energy (Eh) = -2239.7596
- spin multiplicity = 1

***

[4]
Computed, not measured: a structure of composition C26H20N5O7SY, with ωB97M-V with the def2-TZVPD basis set.

Structure (XYZ):
```
60
Properties=species:S:1:pos:R:3:forces:R:3:mulliken_charge:R:1
Y 0.1932 1.3728 -0.1708 -0.4 -1.1 -0.2 1.316
C 0.8054 5.2868 2.1437 0.0 0.0 0.0 -0.895
C 1.8939 5.0543 2.9713 0.0 0.0 0.0 -0.707
C 2.4904 3.8057 2.9844 -0.1 0.0 0.0 -0.894
C 1.9957 2.7864 2.1654 0.1 -0.1 0.0 1.043
C 0.9209 2.9998 1.2868 0.2 0.6 0.5 0.210
C 0.3450 4.2763 1.3095 0.0 0.0 0.0 -0.557
C 2.5855 1.4229 2.2176 0.0 0.0 0.0 0.876
C 3.5480 1.0925 3.2148 0.0 0.0 0.0 -0.959
C 4.0527 -0.1612 3.2941 0.0 0.0 0.0 -0.984
C 3.6334 -1.1439 2.3691 0.0 0.0 0.0 1.413
C 4.1215 -2.4685 2.3961 0.0 0.0 0.0 -0.837
C 3.6973 -3.3837 1.4761 0.0 0.0 0.0 -0.650
C 2.7720 -2.9931 0.4886 0.0 0.0 0.0 -0.585
C 2.2831 -1.7171 0.4473 0.0 0.0 0.0 -0.298
C 2.6939 -0.7562 1.3953 -0.1 0.0 0.0 -0.346
N 2.1684 0.5150 1.3406 0.0 0.1 0.0 -0.207
H 0.3247 6.2568 2.1428 0.0 0.0 0.0 0.407
H 2.2784 5.8402 3.6072 0.0 0.0 0.0 0.381
H 3.3398 3.6561 3.6350 0.0 0.0 0.0 0.307
H -0.4957 4.4908 0.6584 0.0 0.0 0.0 0.385
H 3.8543 1.8398 3.9263 0.0 0.0 0.0 0.249
H 4.7711 -0.4220 4.0615 0.0 0.0 0.0 0.423
H 4.8385 -2.7411 3.1590 0.0 0.0 0.0 0.401
H 4.0743 -4.3961 1.4954 0.0 0.0 0.0 0.391
H 2.4528 -3.7069 -0.2588 0.0 0.0 0.0 0.488
H 1.5994 -1.4276 -0.3378 0.0 0.0 0.0 0.455
O -4.1052 0.6757 0.5898 -0.1 0.0 0.0 -0.677
C -3.0698 0.9569 0.0322 0.0 0.1 -0.1 0.059
O -1.8734 0.6680 0.4954 0.5 0.1 0.0 -0.885
C -3.0552 1.5007 -1.3845 0.0 0.0 0.0 0.752
C -3.9760 1.0696 -2.3080 0.1 0.0 0.0 -0.574
C -3.7145 1.2344 -3.6714 0.1 -0.2 -0.1 -0.413
C -2.4952 1.6793 -4.1375 0.0 0.0 0.2 -0.566
C -1.5780 2.1105 -3.1912 -0.1 -0.1 -0.1 -0.369
C -1.9028 2.2025 -1.8225 0.0 -0.1 0.1 1.375
O -1.1238 2.7951 -0.9795 -0.5 0.6 -0.3 -0.756
N -0.1837 2.2322 -3.5706 -0.1 0.1 0.0 1.072
O 0.0954 2.4596 -4.7193 0.1 0.1 0.0 -0.612
O 0.6805 2.0149 -2.7046 0.1 -0.1 0.1 -0.673
N -4.7015 0.7660 -4.6450 -0.2 0.6 0.2 1.042
O -5.7401 0.3105 -4.2127 -0.1 -0.3 0.0 -0.629
O -4.4527 0.9283 -5.8216 0.1 -0.2 -0.2 -0.632
H -4.8699 0.5563 -1.9834 0.0 0.0 0.0 0.573
H -2.2520 1.6545 -5.1892 0.0 0.0 0.0 0.598
S -0.1629 -0.8891 -1.9968 0.0 -0.1 -0.1 -0.518
C -0.8116 -2.2039 -1.0972 0.0 0.1 0.0 0.398
N -1.6179 -2.0342 -0.0622 -0.1 0.2 -0.2 0.245
C -2.2159 -3.1365 0.6738 -0.1 -0.1 0.0 -0.687
C -1.2769 -4.3303 0.6427 0.0 0.0 0.0 -0.593
C -0.9345 -4.6552 -0.8029 0.0 -0.1 0.0 -0.659
N -0.4675 -3.4450 -1.4623 0.1 0.1 -0.1 -0.086
H -1.9145 -1.0709 0.1485 0.3 -0.2 0.1 0.017
H -3.1823 -3.3926 0.2281 0.0 0.0 0.0 0.316
H -2.4044 -2.7916 1.6894 0.0 0.0 0.0 0.404
H -1.7456 -5.1914 1.1163 0.0 0.0 0.0 0.372
H -0.3641 -4.0933 1.1932 0.0 0.0 0.0 0.268
H -1.8075 -5.0545 -1.3281 0.0 0.0 0.0 0.336
H -0.1387 -5.3992 -0.8623 0.0 0.0 0.0 0.388
H 0.1242 -3.5060 -2.2756 0.0 0.0 0.1 0.285
```
Positions in Å, forces in eV/Å.

- relative energy (zero: lowest compared OMol25 entry of this formula, charge and spin) (kJ/mol) = 20.38
- frontier orbital gap (eV) = 7.925
- electronic energy (Eh) = -2239.7773
- spin multiplicity = 1